# C44H116N2O28

A cluster of 15 separate species, C44H116N2O28 in total in a non-equilibrium geometry (ωB97M-V/def2-TZVPD, the Open Molecules 2025 dataset).

Calculated values
- frontier orbital gap (eV) = 7.89
- energy above the lowest of the compared OMol25 structures with the same formula, charge and spin (kcal/mol) = 58.97
- spin multiplicity = 1

Positions of all 190 atoms, in Å:
1 C -2.496603 6.335677 -2.811203
2 C -3.550701 7.516898 -2.856758
3 O -3.129726 8.810499 -2.511165
4 O -3.083525 5.113807 -2.975208
5 H -2.077677 6.446924 -1.811082
6 H -1.705594 6.514938 -3.539392
7 H -4.387859 7.337391 -2.182180
8 H -4.005220 7.585578 -3.845082
9 H -2.962587 8.899053 -1.569981
10 H -3.372390 4.780933 -2.122371
11 C -7.509074 -2.425448 1.783980
12 C -6.479757 -1.512439 2.492484
13 O -5.100944 -1.964335 2.422920
14 O -8.748512 -1.760646 1.911911
15 H -7.470379 -3.393087 2.284245
16 H -7.334836 -2.593711 0.721229
17 H -6.760648 -1.194104 3.496411
18 H -6.484975 -0.539871 2.000354
19 H -4.974864 -2.187783 1.497837
20 H -9.180510 -1.829073 1.057332
21 C 6.201537 -0.943586 4.327176
22 C 5.664323 0.200895 5.118782
23 O 6.613230 1.203382 5.337831
24 O 7.068820 -1.797498 5.048079
25 H 6.678248 -0.644026 3.393845
26 H 5.369114 -1.614521 4.115023
27 H 5.187758 -0.125846 6.043027
28 H 4.813797 0.681068 4.634914
29 H 7.408189 0.715892 5.565846
30 H 7.953909 -1.437977 4.953368
31 C -2.212277 3.117512 1.323158
32 C -3.714146 2.861092 1.234606
33 O -4.413772 3.217590 0.049232
34 O -1.975837 4.499228 1.576008
35 H -1.747051 2.786808 0.394558
36 H -1.698278 2.437992 2.002978
37 H -4.269134 3.212965 2.104242
38 H -3.929977 1.793035 1.262642
39 H -5.327698 2.956170 0.183327
40 H -1.037964 4.607349 1.750064
41 C 4.893385 3.606934 -7.740207
42 C 6.340325 3.930179 -8.232272
43 O 7.377000 3.506505 -7.319813
44 O 4.755903 4.180141 -6.483773
45 H 4.748231 2.534367 -7.611261
46 H 4.028730 3.889887 -8.340548
47 H 6.436339 4.999186 -8.422256
48 H 6.505227 3.366995 -9.150816
49 H 7.105680 3.829865 -6.457596
50 H 3.889337 4.581381 -6.385449
51 C -6.738174 -2.657245 -4.203093
52 C -7.321609 -2.750713 -5.637376
53 O -6.378360 -2.279861 -6.606790
54 O -5.816606 -3.672232 -3.872689
55 H -7.592803 -2.668325 -3.526663
56 H -6.210920 -1.714021 -4.060109
57 H -8.228841 -2.146762 -5.654228
58 H -7.606794 -3.735316 -6.007957
59 H -5.610634 -2.846928 -6.503642
60 H -6.296022 -4.493891 -4.001624
61 C 6.553304 6.158447 -3.052840
62 C 7.437824 6.571812 -1.861763
63 O 7.117942 7.928564 -1.680410
64 O 6.893795 4.780946 -3.309598
65 H 6.842030 6.794828 -3.889361
66 H 5.496543 6.387461 -2.915333
67 H 8.495949 6.484735 -2.108538
68 H 7.102444 5.954660 -1.028252
69 H 7.524624 8.307261 -0.897594
70 H 6.283910 4.440596 -3.968230
71 C -3.990577 2.698264 -7.103743
72 C -3.034864 3.910400 -7.439063
73 O -1.638161 3.406614 -7.541702
74 O -4.228876 1.821517 -8.174923
75 H -5.021766 2.994073 -6.910760
76 H -3.579123 2.067732 -6.315560
77 H -3.101425 4.669208 -6.659398
78 H -3.462696 4.383942 -8.322709
79 H -1.495962 2.980495 -8.390117
80 H -4.732344 1.057595 -7.884153
81 C -1.450943 -5.047808 -8.449155
82 C -0.640821 -5.152999 -7.181278
83 O -0.047516 -3.934037 -6.976521
84 O -2.351206 -3.986660 -8.578802
85 H -2.145502 -5.887019 -8.486533
86 H -0.806302 -5.126424 -9.324574
87 H 0.048172 -5.997282 -7.205073
88 H -1.242767 -5.285441 -6.282260
89 H -0.774202 -3.339226 -6.777196
90 H -1.877627 -3.151635 -8.569860
91 C 3.673123 -8.459111 3.199747
92 C 2.401184 -7.637893 3.181195
93 O 1.612052 -7.706463 4.302950
94 O 4.612156 -7.765075 4.002725
95 H 4.186427 -8.540318 2.241611
96 H 3.581665 -9.487564 3.549076
97 H 1.855593 -7.759120 2.245381
98 H 2.686894 -6.603363 2.990912
99 H 2.229989 -7.470161 4.998600
100 H 4.359511 -7.699680 4.926571
101 C 3.343367 4.788536 1.059773
102 C 3.113311 6.142598 1.830747
103 O 4.230414 6.954134 1.680041
104 O 2.355269 3.926779 1.541701
105 H 4.395140 4.570887 1.245560
106 H 3.103609 4.965864 0.011355
107 H 2.895321 5.824223 2.850169
108 H 2.253346 6.745384 1.538854
109 H 4.072895 7.609889 0.996837
110 H 2.574218 3.062746 1.185206
111 C 7.284678 -0.201313 -1.432829
112 C 8.559081 -0.014089 -0.601994
113 O 9.434085 -1.076186 -0.717159
114 O 6.470288 -1.249946 -0.895661
115 H 7.586754 -0.374828 -2.465657
116 H 6.685721 0.709364 -1.434849
117 H 8.257561 -0.022663 0.445428
118 H 8.994679 0.918988 -0.959376
119 H 9.062113 -1.786087 -0.188691
120 H 6.899346 -2.093832 -1.054919
121 C -2.636294 -6.101589 1.198351
122 C -3.786035 -6.006766 0.160331
123 O -4.170033 -4.611786 0.001558
124 O -3.123780 -5.822831 2.492052
125 H -1.783285 -5.508951 0.867786
126 H -2.226859 -7.109697 1.133661
127 H -4.659434 -6.542286 0.532470
128 H -3.467071 -6.428603 -0.792782
129 H -4.396134 -4.354041 -0.895131
130 H -3.417418 -4.909800 2.533820
131 C -3.806781 1.168118 6.760720
132 C -2.964458 0.409040 7.898940
133 C -3.922057 0.378463 9.077874
134 C -3.448023 -0.552096 10.159039
135 C -3.354504 -1.938123 9.522730
136 C -2.394430 -2.096892 8.348961
137 N -2.764454 -0.978617 7.429378
138 O -2.012961 -0.992263 6.311952
139 C -0.924299 -2.125275 8.858240
140 C -2.642433 -3.453738 7.584363
141 C -1.627231 1.217404 8.141225
142 H -3.233523 1.379264 5.858015
143 H -3.898019 2.200530 7.098217
144 H -4.761806 0.728315 6.473320
145 H -4.113308 1.403901 9.394118
146 H -4.906478 0.054195 8.740413
147 H -3.973832 -0.556692 11.113817
148 H -2.471015 -0.192671 10.482110
149 H -4.333055 -2.317881 9.228913
150 H -2.997624 -2.685654 10.231213
151 H -0.741492 -1.644344 9.819172
152 H -0.550610 -3.140437 8.991991
153 H -0.157386 -1.677492 8.226232
154 H -3.536901 -3.357558 6.968922
155 H -1.799093 -3.678163 6.931285
156 H -2.990910 -4.263614 8.225279
157 H -1.060875 0.812631 8.979966
158 H -1.757916 2.274540 8.372495
159 H -1.104881 1.227800 7.184592
160 H -2.675327 -1.180308 5.642994
161 C 0.736886 -1.126166 1.138757
162 C 0.796066 -1.334392 -0.405250
163 C -0.616029 -1.433196 -0.788176
164 C -0.903699 -1.340554 -2.254074
165 C -0.297410 -0.092539 -2.825900
166 C 1.240498 0.083741 -2.501332
167 N 1.415318 -0.117650 -1.026950
168 O 2.594924 0.165182 -0.456739
169 C 2.093975 -0.843059 -3.393471
170 C 1.662451 1.540235 -2.809626
171 C 1.611309 -2.705627 -0.662822
172 H 0.385701 -2.019873 1.654571
173 H 0.170230 -0.319579 1.603958
174 H 1.706288 -0.859523 1.559781
175 H -1.090264 -2.332445 -0.395043
176 H -1.244618 -0.666214 -0.335735
177 H -1.973425 -1.311917 -2.461375
178 H -0.519420 -2.240758 -2.733712
179 H -0.789907 0.826182 -2.507311
180 H -0.425827 -0.243599 -3.897720
181 H 2.291563 -0.386760 -4.363445
182 H 3.074096 -0.937762 -2.926038
183 H 1.648229 -1.818390 -3.588764
184 H 1.111800 2.241454 -2.182589
185 H 2.721244 1.780948 -2.714159
186 H 1.519209 1.710438 -3.876677
187 H 2.598565 -2.424199 -0.296456
188 H 1.665304 -3.051021 -1.695248
189 H 1.199802 -3.506957 -0.049121
190 H 3.169720 -0.553226 -0.730767

Forces on the atoms, in the same order (eV/Å):
-0.32 2.97 1.07
-0.66 -0.71 0.02
1.08 0.65 -0.51
-0.56 -1.33 -0.55
0.53 -0.19 0.14
-0.08 -0.16 -0.13
-0.10 -0.96 0.08
0.22 0.03 -0.17
-0.03 -0.29 0.04
-0.13 -0.12 0.09
0.77 0.46 1.02
0.87 0.85 -1.38
-1.24 -0.20 0.52
-0.47 -0.17 -0.04
-0.38 -0.21 0.02
0.68 0.09 -0.01
0.08 -1.01 0.30
-0.28 0.15 -0.49
0.32 -0.17 -0.12
-0.25 0.11 0.18
-0.99 -1.13 -0.29
-1.16 0.53 0.00
0.63 0.15 0.16
0.76 0.31 0.41
-0.15 0.28 -0.10
-0.24 0.21 -0.43
0.43 -0.46 0.42
0.13 -0.02 -0.64
0.35 0.37 0.31
0.23 -0.24 0.14
-0.54 0.15 -1.12
-0.76 -1.69 0.77
0.69 1.22 -0.73
-0.06 -0.44 0.07
-0.11 0.34 -0.64
-0.54 0.17 0.85
0.38 0.67 0.22
0.90 -0.55 0.52
0.01 0.07 -0.05
0.16 0.09 0.00
0.69 -0.80 -0.22
-0.60 -0.67 -0.04
-1.16 0.12 -0.58
-0.14 0.96 1.72
0.46 -0.38 -0.18
0.57 0.47 -0.80
-0.07 0.09 -0.05
0.13 0.17 -0.08
0.09 0.09 0.28
0.08 -0.03 0.04
-0.87 -0.04 -0.64
1.01 0.48 0.08
-0.38 0.36 0.25
0.10 -0.25 -0.17
-0.10 -0.04 0.33
-0.13 0.05 -0.27
0.19 0.31 -0.30
-0.20 -0.49 0.80
0.24 -0.04 -0.14
0.17 -0.33 0.08
1.62 -0.17 -0.27
-1.35 0.05 -0.71
-0.30 0.90 0.25
-0.62 0.60 0.08
0.18 -0.05 -0.29
-0.11 -0.51 0.56
-0.02 -0.52 0.08
0.49 -0.05 0.31
0.11 -0.23 0.05
-0.10 -0.09 -0.12
-0.25 0.31 0.39
-0.15 -2.52 -0.02
-1.65 1.25 0.29
0.99 -0.40 -2.09
0.26 1.04 1.10
0.14 0.63 0.58
0.39 -0.38 0.24
0.62 -0.07 -0.50
-0.38 0.00 -0.14
0.04 0.11 0.18
-0.82 -2.08 -0.62
-1.47 -0.29 0.40
1.84 1.75 0.21
-0.09 0.97 0.63
0.29 -0.50 -0.11
0.25 0.17 -0.04
0.34 0.33 -0.28
-0.68 -0.74 -0.13
0.18 0.26 0.18
0.13 0.16 -0.20
0.36 0.21 0.41
0.58 0.66 -2.79
-0.31 -0.49 0.88
0.98 0.24 0.33
-0.42 0.28 -0.26
-0.54 -0.09 0.17
-0.70 -1.00 0.29
0.63 0.36 0.37
-0.45 0.11 0.59
-0.13 -0.28 0.00
-1.28 2.89 0.17
-0.56 -1.12 -0.78
1.18 0.57 0.45
0.23 -1.07 0.42
-0.08 -0.63 -0.04
0.72 0.00 -0.38
0.58 0.35 0.37
-0.46 -0.57 -0.39
-0.04 -0.09 0.05
-0.34 -0.38 0.06
0.35 -0.12 0.36
-1.83 0.50 0.01
1.01 -1.02 -0.64
-0.02 0.28 -0.21
-0.11 -0.31 -0.18
-0.06 -0.04 0.23
-0.16 1.02 0.18
0.47 -0.07 0.41
0.23 -0.17 0.02
0.04 -0.06 -0.16
-1.05 -0.13 -1.14
0.43 0.91 0.10
0.29 -0.18 0.58
0.55 -0.34 0.00
-0.10 0.69 0.19
-0.37 -0.30 0.56
0.08 -0.18 0.04
0.03 -0.02 -0.08
0.09 -0.48 -0.15
-0.03 0.20 -0.14
1.70 0.45 0.48
-0.69 0.84 -1.30
-0.61 0.44 0.37
0.91 -0.19 -0.08
0.30 -1.23 0.82
0.17 0.46 -0.49
-1.26 -0.21 2.50
1.34 -0.12 -2.13
0.65 0.18 0.14
-0.90 1.26 0.04
-1.01 -0.41 -0.26
0.28 -0.71 -0.23
-0.70 0.00 0.44
0.08 -0.12 0.39
0.34 0.13 0.30
-0.03 -0.27 -0.27
-0.69 -0.06 -0.34
0.44 -0.23 -0.11
-0.26 0.33 -0.15
-0.04 0.03 0.44
-0.49 0.18 0.17
-0.37 -0.25 0.02
-0.43 0.18 -0.60
0.04 0.44 -0.40
-0.08 -0.32 0.27
0.92 -0.12 0.45
0.25 -0.25 -0.34
-0.61 0.02 0.09
0.45 -0.40 0.26
0.28 -0.06 -0.54
1.23 -0.01 0.73
1.03 0.00 1.12
-2.70 -0.21 -0.52
0.09 -0.28 0.08
1.51 0.08 -0.35
0.20 0.27 0.05
-4.16 -1.10 -0.50
1.89 0.48 -0.08
0.12 0.22 0.26
-0.03 -0.26 -0.29
-0.52 1.81 0.42
0.09 -0.24 -0.22
-0.72 0.30 -1.06
0.43 -0.56 -0.20
0.37 -0.41 0.14
0.42 0.51 0.34
-0.13 -0.16 0.15
0.15 0.00 -0.38
-0.28 -0.14 0.05
0.30 0.77 -0.30
-0.18 0.10 -0.04
0.15 -0.37 -0.02
0.08 -0.04 0.23
-0.14 0.04 -0.20
0.18 -0.51 0.55
-0.62 0.22 -0.01
0.33 -0.68 -0.06
-0.08 0.29 0.02
0.07 0.12 0.09
0.99 -0.16 0.07

Here are the Löwdin charges for atoms 1 to 4, given in e: number 1, C, carries -0.269; number 2, C, carries -0.248; number 3, O, carries -0.073; number 4, O, carries -0.046